The following is a quantum chemistry calculation of 5 unconnected molecules or ions with the total composition C33H76N7O9P in a non-equilibrium geometry, from the Open Molecules 2025 dataset.

ORCA input file:
```
! RIJCOSX wB97M-V def2-TZVPD def2/J DEFGRID3
* xyz 0 1
C 1.77509 -2.60569 -3.32706
C 2.19581 -1.97131 -1.97744
C 2.22217 -0.42785 -2.02420
C 1.36741 0.33073 -0.97743
C 0.06920 -0.39776 -0.61867
C 2.19220 0.80929 0.27744
C 1.28027 1.23006 1.35179
N 0.54440 1.59462 2.14351
C 2.96912 2.08859 -0.17891
C 4.02809 2.57252 0.72103
N 4.79879 2.93152 1.48164
P 3.43430 -0.49299 0.92032
N 2.37355 -1.79151 1.28359
O 3.71652 0.07869 2.41921
H 1.15112 -1.90015 -3.88899
H 2.65403 -2.84172 -3.93682
H 1.18987 -3.51356 -3.16547
H 1.56005 -2.34961 -1.17759
H 3.21336 -2.32298 -1.75242
H 1.88542 -0.10548 -3.01649
H 3.26326 -0.08741 -1.93066
H 1.08117 1.27522 -1.46584
H 0.26295 -1.16620 0.13929
H -0.35719 -0.91328 -1.48627
H -0.68171 0.27960 -0.20395
H 2.24042 2.90256 -0.29029
H 3.39680 1.91038 -1.17173
H 2.34491 -1.97634 2.28723
H 2.73557 -2.62102 0.82086
H 2.93801 0.05820 3.00411
C -4.64931 -7.03741 -2.43801
O -3.85219 -7.90452 -3.21818
C -4.17323 -7.92124 -4.60361
C -3.06675 -7.30281 -5.43004
N -2.97874 -5.86682 -5.20506
C -1.81655 -5.22154 -5.80481
C -0.42960 -5.63245 -5.32251
O -0.14856 -5.26084 -3.98694
C -0.59992 -6.15809 -2.99002
H -4.41204 -7.23274 -1.39360
H -4.44600 -5.98159 -2.64993
H -5.71529 -7.22685 -2.59642
H -5.12330 -7.41013 -4.78575
H -4.28790 -8.96758 -4.89994
H -3.27619 -7.48122 -6.48927
H -2.13566 -7.83071 -5.18124
H -2.97324 -5.68890 -4.20879
H -1.91695 -4.14658 -5.63110
H -1.86069 -5.37297 -6.88857
H 0.29689 -5.09416 -5.93752
H -0.23208 -6.70173 -5.46698
H -0.58814 -7.19316 -3.34168
H -1.60567 -5.91034 -2.63907
H 0.07893 -6.07224 -2.14067
C 0.71717 -1.30714 9.41255
O -0.33171 -1.86713 8.64883
C -1.33023 -0.93896 8.24161
C -1.29987 -0.72384 6.74428
N -0.10167 -0.00449 6.33712
C 0.10798 0.06816 4.89323
C 0.30820 -1.22740 4.12977
O 1.54798 -1.87543 4.38516
C 1.59019 -2.71379 5.52743
H 1.31998 -2.13253 9.78768
H 1.35939 -0.64824 8.81779
H 0.32975 -0.74092 10.26486
H -1.21241 0.01130 8.77069
H -2.30069 -1.36248 8.51512
H -2.17741 -0.13824 6.45355
H -1.38718 -1.71166 6.26953
H 0.70469 -0.44177 6.76542
H 0.97482 0.70899 4.71811
H -0.74478 0.58269 4.44345
H 0.32923 -0.97023 3.06915
H -0.52485 -1.92787 4.26065
H 0.61936 -3.17846 5.71528
H 1.90415 -2.16727 6.41987
H 2.32336 -3.49695 5.33547
C 2.22974 5.18707 2.47801
O 1.76298 6.51220 2.65114
C 1.71271 6.94985 4.00183
C 2.75436 8.01471 4.27039
N 4.09994 7.45886 4.24555
C 5.17106 8.44779 4.28834
C 5.29022 9.43075 3.12862
O 5.67493 8.84122 1.90226
C 4.62782 8.28424 1.13159
H 2.07169 4.92271 1.43277
H 3.29705 5.08955 2.69821
H 1.67050 4.48485 3.10356
H 1.83643 6.10680 4.68821
H 0.72085 7.38050 4.16782
H 2.57266 8.44559 5.26025
H 2.60634 8.81173 3.52816
H 4.21128 6.89064 3.41551
H 6.11626 7.90349 4.35561
H 5.06938 9.02224 5.21546
H 6.08757 10.13539 3.37959
H 4.37657 10.02332 2.99298
H 3.69072 8.83147 1.26868
H 4.46129 7.22894 1.36554
H 4.92054 8.35280 0.08363
C -6.10336 2.01145 -3.84363
O -5.96871 1.01624 -4.83759
C -5.32564 1.45022 -6.02943
C -3.97025 0.79682 -6.19008
N -3.02502 1.28805 -5.19697
C -1.75703 0.56938 -5.15054
C -1.77666 -0.90631 -4.76875
O -2.14856 -1.15533 -3.42693
C -3.53909 -1.23212 -3.17639
H -6.73992 1.60225 -3.06099
H -5.14089 2.28964 -3.39992
H -6.57685 2.91260 -4.24480
H -5.23331 2.54031 -6.04326
H -5.95882 1.15203 -6.86967
H -3.58405 1.02727 -7.18778
H -4.12040 -0.29030 -6.13400
H -3.45728 1.24874 -4.28270
H -1.11626 1.08593 -4.43051
H -1.27339 0.66323 -6.12864
H -0.75303 -1.27966 -4.86508
H -2.39455 -1.50616 -5.44887
H -4.08276 -1.63200 -4.03675
H -3.96264 -0.26057 -2.90635
H -3.68265 -1.90527 -2.33074
*
```

Summary:
- HOMO-LUMO gap: 0.3280 Ha
- Total energy: -73595.346 eV

Here are the Mulliken charges for atoms 1 to 8, given in e: -0.559, -0.597, -1.201, 0.326, -1.714, 2.059, -0.749, -0.629

The following is a quantum chemistry calculation of 8 unconnected molecules or ions with the total composition C33H76N8O10P3S in a non-equilibrium geometry, from the Open Molecules 2025 dataset.

ORCA input file:
```
! RIJCOSX wB97M-V def2-TZVPD def2/J DEFGRID3
* xyz 1 1
C -0.25515 -9.70706 -3.24776
O -1.03101 -9.08846 -2.24168
C -1.82772 -10.00840 -1.51204
C -2.86744 -9.28210 -0.67595
C -2.29675 -8.20559 0.25380
C -1.89792 -6.90411 -0.47849
C -2.63882 -5.67991 0.05330
C -2.30928 -4.35550 -0.66247
C -0.86515 -4.18900 -1.14158
C -0.72631 -3.87514 -2.64257
P -1.21976 -5.23086 -3.74919
O -2.68823 -5.31302 -3.93284
C 0.72599 -3.33316 -2.66883
P 1.57837 -2.62585 -4.12266
S 3.49113 -2.53238 -3.77353
C 0.69649 -2.51739 -1.41527
N -0.14004 -2.98859 -0.56622
P -0.45881 -2.32284 1.14873
C 1.27277 -2.33511 1.70111
O -0.70838 -0.77655 0.81031
H -0.08005 -8.97345 -4.03835
H 0.71765 -10.02486 -2.85676
H -0.77728 -10.56337 -3.68462
H -2.33589 -10.67646 -2.22090
H -1.19869 -10.64550 -0.87282
H -3.35612 -10.04308 -0.05866
H -3.64380 -8.84695 -1.31403
H -1.41809 -8.62056 0.75928
H -3.02183 -7.98684 1.04377
H -0.81488 -6.79562 -0.37720
H -2.13875 -7.04207 -1.53634
H -2.52332 -5.57715 1.13671
H -3.70528 -5.85963 -0.11985
H -2.97429 -4.22492 -1.51824
H -2.51507 -3.53241 0.02678
H -0.19992 -5.03108 -0.92440
H -1.38068 -3.01465 -2.83958
H -0.50433 -5.00502 -4.93711
H -0.65881 -6.37327 -3.14940
H 1.39045 -4.17403 -2.38859
H 1.25136 -3.50122 -5.16537
H 0.99576 -1.37274 -4.36252
H 1.29699 -1.63105 -1.21698
H 1.40645 -1.53135 2.42652
H 1.49260 -3.30155 2.16018
H 2.01393 -2.18889 0.91598
H 0.13290 -0.30373 0.59362
C 4.81198 -1.25607 -0.83968
C 5.09958 -1.21330 0.64291
O 4.53487 -1.97138 1.42022
N 5.99964 -0.30484 1.08964
C 6.75384 0.66108 0.31608
H 4.08812 -2.04182 -1.02173
H 4.40467 -0.30663 -1.19111
H 5.71157 -1.48096 -1.41342
H 6.14468 -0.33339 2.08691
H 7.82565 0.49343 0.42778
H 6.53078 1.67765 0.64456
H 6.50206 0.57704 -0.73609
C 1.31191 1.44890 2.82172
C 1.71593 1.68538 1.39309
O 1.22152 1.05533 0.44875
N 2.64132 2.62675 1.15016
C 3.31277 3.48639 2.11031
H 0.55055 0.67312 2.83829
H 2.16624 1.12812 3.41957
H 0.91255 2.36019 3.27116
H 2.86779 2.73317 0.17342
H 3.10512 4.53310 1.89011
H 4.39163 3.32872 2.06821
H 2.95727 3.28211 3.11413
C -0.07762 3.34657 6.46647
C 0.82033 4.29921 5.71741
O 1.20640 4.06504 4.57490
N 1.17822 5.43955 6.34448
C 0.81417 5.87584 7.68006
H -0.27712 2.49127 5.82783
H 0.39693 3.00095 7.38532
H -1.02036 3.83397 6.71815
H 1.75656 6.04444 5.78326
H 0.24064 6.80088 7.62807
H 1.70632 6.04350 8.28509
H 0.19366 5.13088 8.16358
C -3.55646 7.64115 4.65399
C -2.26885 7.45105 5.42220
O -2.17081 6.61734 6.31040
N -1.22184 8.24586 5.08510
C -1.16348 9.27350 4.05950
H -4.28499 6.93678 5.04263
H -3.94003 8.65432 4.77704
H -3.40875 7.45249 3.59027
H -0.39497 8.07573 5.63383
H -0.39023 9.05172 3.32388
H -0.94279 10.24501 4.50726
H -2.11385 9.34462 3.54251
C -1.05641 1.87787 -5.15071
C 0.35006 1.68072 -4.64158
O 0.71408 0.61748 -4.14295
N 1.20992 2.71289 -4.74682
C 0.96626 4.03302 -5.29848
H -1.60984 0.95829 -4.98925
H -1.55399 2.68799 -4.61747
H -1.05697 2.11041 -6.21581
H 2.13115 2.51144 -4.38987
H 1.63181 4.22397 -6.14052
H 1.13679 4.80060 -4.54329
H -0.05839 4.11332 -5.64469
C 1.63322 12.50624 1.09383
C 1.44972 11.23630 1.89234
O 0.79056 10.30083 1.46835
N 2.05108 11.17379 3.11103
C 2.85972 12.18277 3.76619
H 1.09552 12.39302 0.15801
H 1.23585 13.36838 1.63027
H 2.68717 12.68591 0.87963
H 1.89805 10.30255 3.59247
H 3.86488 11.80681 3.96300
H 2.41390 12.48103 4.71632
H 2.94188 13.06278 3.13751
C -6.04503 -8.13069 -7.15162
C -6.22539 -8.91447 -5.86978
O -6.83872 -9.96610 -5.83987
N -5.66976 -8.39637 -4.74116
C -4.90643 -7.17114 -4.58610
H -6.54214 -8.67534 -7.94801
H -6.48681 -7.13706 -7.06908
H -4.98848 -8.02161 -7.39933
H -5.82918 -8.96392 -3.92402
H -3.91001 -7.38354 -4.20445
H -5.40452 -6.50111 -3.88327
H -4.80764 -6.65835 -5.53634
*
```

Summary:
- HOMO-LUMO gap: 0.2682 Ha
- ΔE to the lowest compared entry with this formula, charge and spin: 0.0 kJ/mol
- Total energy: -106549.033 eV

Here are the Mulliken charges for atoms 1 to 8, given in e: -0.800, -0.149, -0.656, -0.601, -1.025, 0.834, -1.052, -1.083